Entry from OMol25: C37H59Br2N11OPbSe as an isolated structure (wB97M-V/def2-TZVPD).

The max |F| comes out at 0.639 eV/Å. For the electronic energy, the calculation gives -9864.67861 Ha.

Structure (ORCA input):
```
! RIJCOSX wB97M-V def2-TZVPD def2/J DEFGRID3
* xyz 2 1
Pb 0.533 0.432 -0.280
C 4.838 -0.194 -2.795
N 4.585 1.145 -2.294
C 5.577 2.144 -2.661
C 3.462 1.450 -1.591
N 2.883 0.635 -0.728
C 3.654 -0.398 -0.045
C 3.226 -0.430 1.413
N 1.802 -0.788 1.538
C 1.217 -0.320 2.813
C 1.189 1.181 3.018
N 0.441 1.888 1.987
C -0.103 3.010 2.349
N -0.967 3.651 1.519
C -1.196 5.083 1.589
C -1.622 2.966 0.428
N 0.143 3.605 3.569
C -0.940 4.124 4.379
C 1.482 4.046 3.905
C 1.630 -2.251 1.429
C 0.290 -2.640 0.832
N 0.181 -2.032 -0.486
C -0.340 -2.709 -1.475
N -1.243 -3.717 -1.316
C -2.256 -3.652 -0.277
C -1.242 -4.910 -2.142
N 0.019 -2.408 -2.754
C 1.319 -1.847 -3.046
C -0.898 -2.539 -3.871
N 2.928 2.681 -1.791
C 2.086 3.310 -0.796
C 2.857 3.281 -3.115
H 5.054 -0.139 -3.864
H 5.691 -0.662 -2.298
H 3.961 -0.812 -2.656
H 6.567 1.764 -2.407
H 5.558 2.361 -3.730
H 5.403 3.060 -2.106
H 3.484 -1.381 -0.495
H 4.727 -0.206 -0.099
H 3.845 -1.130 1.985
H 3.372 0.563 1.835
H 0.200 -0.715 2.871
H 1.784 -0.756 3.648
H 0.749 1.345 4.008
H 2.212 1.566 3.085
H -2.158 5.319 2.048
H -0.403 5.565 2.151
H -1.192 5.487 0.577
H -2.643 3.342 0.330
H -1.115 3.121 -0.531
H -1.682 1.901 0.632
H -1.891 3.741 4.014
H -0.814 3.790 5.410
H -0.979 5.217 4.381
H 2.192 3.678 3.168
H 1.540 5.139 3.912
H 1.787 3.684 4.889
H 2.423 -2.643 0.792
H 1.751 -2.702 2.421
H 0.255 -3.731 0.778
H -0.515 -2.343 1.516
H -2.301 -2.650 0.142
H -3.229 -3.886 -0.714
H -2.068 -4.360 0.534
H -0.325 -4.963 -2.721
H -1.291 -5.788 -1.496
H -2.097 -4.940 -2.821
H 2.011 -2.127 -2.255
H 1.678 -2.259 -3.991
H 1.302 -0.755 -3.140
H -0.640 -3.380 -4.520
H -1.914 -2.673 -3.506
H -0.865 -1.629 -4.473
H 2.266 2.874 0.183
H 2.312 4.377 -0.761
H 1.023 3.202 -1.045
H 3.320 2.628 -3.845
H 1.811 3.410 -3.394
H 3.353 4.253 -3.136
C -3.619 -0.574 -0.037
C -3.456 -0.407 -1.514
C -4.491 -0.802 -2.387
C -4.349 -0.624 -3.733
C -3.166 -0.042 -4.224
C -2.909 0.191 -5.617
Br -4.169 -0.274 -6.897
C -1.713 0.746 -6.059
C -0.735 1.092 -5.153
Br 0.880 1.788 -5.761
C -0.914 0.925 -3.721
O -0.046 1.238 -2.908
C -2.195 0.319 -3.284
N -2.331 0.130 -1.960
H -4.337 0.155 0.342
H -2.673 -0.423 0.473
H -4.003 -1.563 0.213
H -5.386 -1.253 -1.982
H -5.126 -0.933 -4.418
H -1.552 0.898 -7.116
Se -2.593 -1.576 3.221
C -2.664 -2.564 4.798
C -3.492 -3.694 4.885
C -3.554 -4.417 6.060
C -2.796 -4.025 7.158
C -1.972 -2.907 7.083
C -1.903 -2.179 5.913
H -4.081 -3.987 4.027
H -4.194 -5.285 6.127
H -2.851 -4.590 8.077
H -1.388 -2.608 7.942
H -1.269 -1.305 5.845
*
```